Record 1
{"formula": "C4H9NO", "method": "ωB97M-V/def2-TZVPD", "e_tot_ev": -7829.574, "de_lowest_kcal_mol": 63.3, "charge": 0, "homo_lumo_gap_ev": 10.5, "smiles": "C1C[C@H]2N[C@@H]12.O", "species": ["C", "C", "C", "N", "C", "H", "H", "H", "H", "H", "H", "H", "O", "H", "H"], "positions_angstrom": [[0.17064, -0.86602, 0.82900], [-1.06491, 0.01493, 0.54958], [-0.86726, -0.22974, -0.95576], [0.46382, 0.32328, -1.24264], [0.33815, -1.03964, -0.69337], [1.07676, -0.47082, 1.30173], [-0.11715, -1.80878, 1.30723], [-1.95291, -0.49603, 0.91533], [-1.10058, 1.07455, 0.81995], [-1.61447, -0.32857, -1.74060], [0.64171, 0.28408, -2.24279], [0.75276, -1.87678, -1.24706], [1.19674, 2.19403, 0.81436], [1.05336, 1.59373, 1.55415], [1.02335, 1.63178, 0.03089]]}

---

Record 2
{"formula": "C16H24N4O7Ti", "method": "ωB97M-V/def2-TZVPD", "e_tot_ev": -60389.749, "spin_multiplicity": 3, "charge": 0, "homo_lumo_gap_ev": [5.6, 7.7], "species": ["Ti", "O", "C", "O", "C", "O", "C", "C", "O", "O", "H", "H", "H", "H", "H", "O", "N", "N", "O", "C", "C", "C", "C", "C", "C", "H", "H", "H", "H", "H", "C", "C", "N", "C", "C", "C", "C", "N", "H", "H", "H", "H", "H", "H", "H", "H", "H", "H", "H", "H", "H", "H"], "positions_angstrom": [[0.44388, -0.27744, 0.00867], [-2.14565, 2.96144, -0.79513], [-1.20493, 2.12659, -0.38212], [-1.29149, 0.92363, -0.50969], [-0.04356, 2.81515, 0.28575], [1.03561, 1.91949, 0.42454], [2.16794, 2.19184, -0.43784], [1.98379, 1.50646, -1.79494], [2.56453, 1.95462, -2.76230], [1.20863, 0.47792, -1.73536], [-2.87113, 2.43799, -1.17243], [-0.37828, 3.12851, 1.27859], [0.22772, 3.71033, -0.27508], [3.03223, 1.75923, 0.06438], [2.31384, 3.26488, -0.54658], [2.08411, -1.05258, 0.63012], [2.22811, -1.34512, 1.94514], [1.10833, -0.99216, 2.60175], [0.06539, -0.44904, 1.90573], [1.07379, -0.97961, 3.98569], [2.21307, -1.31186, 4.72715], [2.14113, -1.31665, 6.11040], [0.96265, -0.99324, 6.77107], [-0.16105, -0.66010, 6.02414], [-0.11795, -0.65223, 4.64109], [3.12942, -1.55600, 4.21190], [3.02583, -1.57170, 6.68065], [0.92309, -0.99880, 7.85215], [-1.08632, -0.40429, 6.52566], [-0.98269, -0.39494, 4.04790], [2.78199, -5.36688, -0.63676], [1.28721, -5.38218, -0.93188], [0.78174, -4.09371, -1.40298], [1.11065, -3.72867, -2.78466], [2.25390, -2.72341, -2.91400], [0.20554, -3.20517, -0.58198], [0.04554, -3.55162, 0.86723], [-0.22343, -2.03477, -0.98309], [3.09001, -6.33664, -0.24492], [3.02316, -4.59834, 0.09884], [3.36090, -5.16895, -1.53855], [0.73754, -5.67612, -0.04284], [1.06154, -6.12393, -1.70039], [0.21135, -3.35341, -3.28110], [1.36999, -4.65611, -3.29442], [2.05090, -1.79138, -2.38871], [2.40601, -2.48598, -3.96724], [3.18009, -3.13442, -2.51584], [-0.57928, -4.43816, 0.98059], [-0.43332, -2.72237, 1.37969], [1.01532, -3.73618, 1.32995], [-0.09588, -1.87812, -1.97741]]}

---

Record 3
{"formula": "C4H7NS", "method": "ωB97M-V/def2-TZVPD", "e_tot_ev": -16581.989, "de_lowest_kcal_mol": 114.0, "charge": 0, "homo_lumo_gap_ev": 9.4, "smiles": "S/N=C\\C1CC1", "species": ["S", "N", "C", "C", "C", "C", "H", "H", "H", "H", "H", "H", "H"], "positions_angstrom": [[-2.28704, -0.76842, -0.06594], [-1.88364, 0.84029, -0.01217], [-0.64019, 1.24770, 0.03160], [0.53219, 0.42856, 0.06728], [1.00219, -0.90256, 0.68644], [1.11788, -0.57753, -0.84856], [-3.66147, -0.27834, -0.00844], [-0.26014, 2.38242, 0.22710], [1.26173, 1.23460, -0.05946], [0.21257, -1.49413, 0.91508], [1.79589, -0.82620, 1.71253], [0.73494, -1.36012, -1.58731], [2.07510, 0.07373, -1.05814]]}

---

Record 4
{"formula": "C5H12N", "method": "ωB97M-V/def2-TZVPD", "e_tot_ev": -6861.041, "de_lowest_kcal_mol": 58.1, "charge": 1, "homo_lumo_gap_ev": 9.9, "species": ["C", "C", "C", "C", "C", "N", "H", "H", "H", "H", "H", "H", "H", "H", "H", "H", "H", "H"], "positions_angstrom": [[-1.33088, -0.19416, -0.76509], [-0.56012, -1.00001, 0.26215], [0.76866, -0.36946, 0.38267], [0.93375, 0.66267, 1.27145], [1.77162, -0.65179, -0.67506], [-1.37423, 1.20625, -0.30489], [-2.32699, -0.60681, -0.90894], [-0.99847, -0.30423, -1.79861], [-1.12547, -0.81566, 1.18247], [-0.50446, -2.08703, 0.20747], [0.72231, 0.61269, 2.33603], [1.47213, 1.56438, 0.97836], [2.56728, -1.28823, -0.28428], [2.26552, 0.26023, -1.02514], [1.35642, -1.07761, -1.58633], [-0.32113, 1.13499, 0.60103], [-2.20970, 1.45661, 0.21122], [-1.08402, 1.85043, -1.02418]]}

---

Record 5
{"formula": "C22H45N7", "method": "ωB97M-V/def2-TZVPD", "e_tot_ev": -33969.332, "de_lowest_kcal_mol": 58.4, "charge": 0, "homo_lumo_gap_ev": 8.6, "smiles": "CCN(CC)CC.CCN(CC)CC.CC#N.CC#N.CC#N.CC#N.CC#N", "species": ["C", "C", "N", "C", "C", "C", "C", "H", "H", "H", "H", "H", "H", "H", "H", "H", "H", "H", "H", "H", "H", "H", "C", "C", "N", "C", "C", "C", "C", "H", "H", "H", "H", "H", "H", "H", "H", "H", "H", "H", "H", "H", "H", "H", "C", "C", "N", "H", "H", "H", "C", "C", "N", "H", "H", "H", "C", "C", "N", "H", "H", "H", "C", "C", "N", "H", "H", "H", "C", "C", "N", "H", "H", "H"], "positions_angstrom": [[13.15937, -12.69129, 25.17429], [11.70383, -12.83914, 25.56899], [11.04285, -11.49160, 25.56608], [11.46197, -10.72986, 26.76987], [10.77177, -9.26086, 26.95401], [9.54039, -11.51460, 25.43065], [9.21979, -11.97291, 23.93073], [13.53405, -13.65731, 24.83588], [13.83286, -12.38129, 25.97330], [13.37421, -11.98276, 24.37435], [11.39248, -13.28001, 24.62200], [11.56440, -13.36910, 26.51122], [11.43475, -11.27886, 27.71112], [12.49083, -10.55720, 26.45403], [10.68953, -8.68235, 26.03386], [9.82638, -9.34861, 27.48940], [11.32780, -8.72284, 27.72178], [9.12625, -10.50883, 25.50133], [9.00023, -12.04614, 26.21410], [8.19859, -11.79072, 23.59597], [9.27342, -13.05473, 23.80873], [9.86210, -11.41780, 23.24708], [8.25041, -23.46944, 23.25806], [9.49153, -22.79350, 22.72023], [9.79754, -21.48213, 23.37234], [10.67894, -21.63450, 24.53846], [12.25912, -21.77240, 24.17713], [10.39710, -20.45018, 22.52203], [9.31055, -19.90846, 21.51074], [7.80779, -24.14405, 22.52519], [7.52310, -22.68718, 23.47532], [8.53573, -23.86095, 24.23449], [10.41857, -23.36244, 22.79107], [9.23742, -22.55165, 21.68823], [10.57931, -20.67639, 25.04855], [10.42087, -22.43555, 25.23118], [12.57374, -20.79873, 23.80154], [12.79940, -22.03719, 25.08602], [12.53588, -22.49599, 23.41037], [11.28521, -20.66780, 21.92872], [10.59965, -19.52535, 23.06216], [9.48400, -18.91493, 21.09732], [8.40638, -19.79803, 22.10939], [9.23261, -20.58034, 20.65598], [18.46672, -19.75340, 11.11259], [17.60075, -20.79611, 10.56753], [16.84843, -21.59737, 10.11446], [17.84152, -19.29303, 11.87763], [18.71525, -18.96873, 10.39802], [19.41480, -20.17771, 11.44304], [20.09563, -20.68931, 18.49610], [18.97604, -21.62896, 18.47403], [18.10054, -22.39257, 18.36533], [19.63446, -19.76274, 18.83801], [20.61298, -20.61510, 17.53958], [20.85805, -20.99664, 19.21189], [9.59025, -12.26675, 16.38326], [8.49108, -11.77064, 15.65519], [7.59062, -11.39287, 15.03678], [10.54379, -12.00260, 15.92599], [9.49408, -13.35163, 16.33985], [9.58827, -11.76740, 17.35215], [14.64258, -16.29233, 19.18004], [15.71774, -16.05005, 18.15551], [16.51871, -15.85016, 17.27892], [15.04858, -16.44075, 20.18066], [14.11760, -17.10603, 18.67966], [13.99357, -15.41957, 19.10808], [18.61959, -9.03958, 16.87408], [17.48242, -9.84580, 17.28785], [16.56168, -10.41332, 17.63798], [19.45799, -8.81014, 17.53175], [18.22235, -8.07838, 16.54789], [19.01165, -9.47443, 15.95469]]}

---

Record 6
{"formula": "C48H120N8O16", "method": "ωB97M-V/def2-TZVPD", "e_tot_ev": -96391.286, "de_lowest_kcal_mol": 33.5, "charge": 0, "homo_lumo_gap_ev": 8.6, "smiles": "COCCNCCOC.COCCNCCOC.COCCNCCOC.COCCNCCOC.COCCNCCOC.COCCNCCOC.COCCNCCOC.COCCNCCOC", "species": ["C", "O", "C", "C", "N", "C", "C", "O", "C", "H", "H", "H", "H", "H", "H", "H", "H", "H", "H", "H", "H", "H", "H", "H", "C", "O", "C", "C", "N", "C", "C", "O", "C", "H", "H", "H", "H", "H", "H", "H", "H", "H", "H", "H", "H", "H", "H", "H", "C", "O", "C", "C", "N", "C", "C", "O", "C", "H", "H", "H", "H", "H", "H", "H", "H", "H", "H", "H", "H", "H", "H", "H", "C", "O", "C", "C", "N", "C", "C", "O", "C", "H", "H", "H", "H", "H", "H", "H", "H", "H", "H", "H", "H", "H", "H", "H", "C", "O", "C", "C", "N", "C", "C", "O", "C", "H", "H", "H", "H", "H", "H", "H", "H", "H", "H", "H", "H", "H", "H", "H", "C", "O", "C", "C", "N", "C", "C", "O", "C", "H", "H", "H", "H", "H", "H", "H", "H", "H", "H", "H", "H", "H", "H", "H", "C", "O", "C", "C", "N", "C", "C", "O", "C", "H", "H", "H", "H", "H", "H", "H", "H", "H", "H", "H", "H", "H", "H", "H", "C", "O", "C", "C", "N", "C", "C", "O", "C", "H", "H", "H", "H", "H", "H", "H", "H", "H", "H", "H", "H", "H", "H", "H"], "positions_angstrom": [[1.68212, 4.13959, -2.58201], [1.11657, 4.13913, -1.27990], [-0.12392, 3.45043, -1.27145], [-0.70991, 3.40897, 0.12580], [-0.87265, 4.69340, 0.77200], [-1.05558, 4.60327, 2.20074], [-1.31814, 5.95328, 2.83063], [-1.49009, 5.82102, 4.21507], [-1.55910, 7.08857, 4.84056], [0.95498, 4.48415, -3.32087], [2.05718, 3.14364, -2.83518], [2.52098, 4.82901, -2.49832], [0.07056, 2.42874, -1.62247], [-0.83458, 3.86582, -1.99765], [-0.01844, 2.81918, 0.74319], [-1.67562, 2.90145, 0.10242], [-0.18828, 5.39124, 0.52133], [-0.20427, 4.11432, 2.70290], [-1.88387, 3.93524, 2.46125], [-2.26023, 6.32282, 2.39920], [-0.52718, 6.64155, 2.50142], [-0.56610, 7.51659, 4.97073], [-2.01576, 6.99708, 5.82544], [-2.23367, 7.73606, 4.27567], [-4.84808, 0.87221, -0.24319], [-5.05157, 0.59308, 1.12908], [-6.37785, 0.74515, 1.59912], [-6.29636, 0.80632, 3.12106], [-5.64233, -0.32972, 3.78986], [-6.50036, -1.51649, 3.62651], [-5.65930, -2.78406, 3.73398], [-4.66127, -2.73698, 2.73725], [-3.98469, -3.96911, 2.60208], [-5.69653, 0.60509, -0.88081], [-3.97346, 0.28546, -0.51458], [-4.68224, 1.94070, -0.41057], [-6.97869, -0.09992, 1.23924], [-6.85488, 1.62488, 1.15225], [-7.31932, 0.85711, 3.50521], [-5.82783, 1.74050, 3.43056], [-4.83262, -0.62807, 3.24342], [-6.93223, -1.60503, 2.62288], [-7.30476, -1.56630, 4.36271], [-6.30264, -3.67175, 3.66716], [-5.14901, -2.91525, 4.69736], [-3.22452, -3.96282, 1.82599], [-4.73610, -4.75691, 2.49526], [-3.42837, -4.17108, 3.53137], [-4.23522, 3.11099, 5.90134], [-3.64724, 2.53808, 7.06468], [-4.50933, 1.57543, 7.66201], [-4.53195, 0.23446, 6.90391], [-3.27599, -0.45875, 7.25996], [-3.07407, -1.55455, 6.30941], [-1.76922, -2.32130, 6.53440], [-0.74744, -1.36460, 6.40905], [0.54141, -1.93488, 6.54918], [-5.16634, 3.61559, 6.17578], [-4.40433, 2.38975, 5.10235], [-3.55625, 3.87522, 5.51970], [-5.52974, 1.97282, 7.76354], [-4.17739, 1.48456, 8.69793], [-4.49567, 0.45392, 5.83682], [-5.41599, -0.36766, 7.11266], [-2.56297, 0.22214, 6.99991], [-2.99941, -1.21845, 5.26266], [-3.96081, -2.19159, 6.32616], [-1.73981, -3.14516, 5.81230], [-1.76267, -2.75304, 7.54231], [0.73333, -2.70659, 5.79586], [0.59235, -2.39732, 7.54370], [1.29134, -1.15104, 6.48038], [6.74567, -1.54373, 7.72131], [5.90520, -0.85173, 6.81829], [4.94668, -0.07268, 7.49414], [4.09675, 0.64023, 6.45397], [3.51216, -0.31021, 5.52012], [2.75459, 0.36006, 4.48430], [2.28149, -0.49191, 3.34350], [3.41047, -0.78893, 2.52196], [3.17138, -1.76441, 1.54036], [6.24870, -2.12430, 8.50086], [7.39057, -0.80206, 8.20625], [7.39765, -2.19509, 7.14349], [5.39137, 0.67088, 8.16767], [4.30130, -0.71918, 8.10439], [4.80359, 1.26319, 5.87912], [3.46725, 1.37431, 6.95869], [4.27804, -0.82387, 5.09768], [3.18378, 1.29629, 4.09612], [1.83487, 0.70174, 4.98268], [1.44172, -0.09290, 2.76741], [1.91142, -1.45147, 3.73424], [4.12337, -1.96263, 1.05186], [2.47028, -1.37049, 0.79259], [2.70228, -2.70218, 1.86122], [-1.48740, -3.90358, -2.94343], [-0.39515, -3.56794, -3.75432], [0.76180, -4.33880, -3.44665], [1.73577, -4.12425, -4.60272], [2.38511, -2.83046, -4.48979], [3.42911, -2.57508, -5.49253], [2.82956, -2.42675, -6.88539], [1.83860, -1.41465, -6.87235], [1.36969, -1.13230, -8.16086], [-2.30800, -3.21536, -3.15194], [-1.27591, -3.85137, -1.87022], [-1.87814, -4.90894, -3.14456], [0.47180, -5.39182, -3.41538], [1.26246, -3.96799, -2.54957], [1.16715, -4.25313, -5.53477], [2.46488, -4.93877, -4.63669], [1.68180, -2.11381, -4.65116], [4.09394, -3.44061, -5.51400], [3.94867, -1.65390, -5.23767], [2.46928, -3.38928, -7.27442], [3.60356, -2.12803, -7.60765], [0.59555, -1.81955, -8.52347], [2.14261, -1.09982, -8.93530], [0.88348, -0.15441, -8.15989], [-1.03937, 0.83646, 3.78341], [-0.94756, 1.06892, 2.38555], [-1.83058, 0.29135, 1.60814], [-1.29863, -1.08489, 1.23477], [-0.14859, -1.01644, 0.33050], [-0.58730, -0.87648, -1.05781], [0.61196, -0.97092, -1.99916], [1.24617, 0.28113, -2.02088], [2.29400, 0.38228, -2.96290], [-0.19912, 1.32054, 4.27874], [-0.88564, -0.21611, 4.04314], [-2.00327, 1.22102, 4.12130], [-2.05212, 0.89845, 0.72902], [-2.78383, 0.17446, 2.13778], [-2.12068, -1.67290, 0.81570], [-1.01639, -1.65702, 2.12515], [0.38250, -0.20781, 0.64248], [-1.17193, 0.04015, -1.21525], [-1.27055, -1.70203, -1.26121], [0.26985, -1.28201, -2.99338], [1.30632, -1.73036, -1.62277], [2.70125, 1.38724, -2.89474], [1.83268, 0.22064, -3.94647], [3.09131, -0.35790, -2.84792], [0.81923, 1.35198, -6.06875], [-0.34869, 0.59799, -5.87672], [-0.46763, 0.08917, -4.58739], [-1.82659, -0.53822, -4.25559], [-2.84546, 0.46772, -3.93394], [-4.15488, -0.06835, -3.58707], [-4.80269, -0.90411, -4.67282], [-4.96417, -0.17588, -5.87954], [-5.03047, -1.04851, -6.98407], [0.66131, 2.41470, -5.85099], [1.13175, 1.29614, -7.11145], [1.66722, 1.03897, -5.45105], [-0.24637, 0.73191, -3.72630], [0.19986, -0.77959, -4.45884], [-1.64378, -1.00435, -3.27985], [-2.13363, -1.33047, -4.94497], [-2.93997, 1.15682, -4.66965], [-4.76813, 0.74604, -3.19206], [-4.07125, -0.66381, -2.66912], [-5.81696, -1.16998, -4.34224], [-4.27383, -1.84758, -4.82491], [-5.65662, -1.91539, -6.76212], [-4.02811, -1.33381, -7.31798], [-5.46478, -0.57228, -7.86482], [7.78168, -1.28687, -1.85699], [7.60688, -0.83616, -3.17257], [7.23094, -1.85189, -4.07824], [7.27642, -1.29189, -5.48733], [6.14038, -0.43929, -5.85263], [5.79174, 0.59357, -4.90920], [4.74865, 1.51703, -5.49852], [5.31220, 2.23636, -6.57007], [4.44260, 3.20392, -7.11168], [6.97775, -1.93107, -1.49285], [7.90037, -0.45058, -1.16836], [8.74406, -1.81228, -1.77786], [6.22793, -2.24493, -3.86424], [7.93468, -2.68324, -3.94385], [7.32499, -2.12709, -6.19063], [8.20072, -0.72868, -5.66942], [6.34728, -0.00710, -6.74447], [6.66186, 1.17743, -4.57892], [5.33560, 0.16668, -4.01033], [4.44561, 2.22458, -4.71006], [3.79843, 1.02084, -5.73728], [3.67517, 2.74309, -7.74395], [5.00711, 3.89189, -7.73651], [3.95378, 3.74087, -6.29214]]}

---

Which formula does entry 4 have?
C5H12N

---

Which of these has the highest charge?
C5H12N